{
  "formula": "C46H53AsHfN7S3Si2",
  "method": "wB97M-V/def2-TZVPD",
  "homo_lumo_gap_ev": 5.7040,
  "total_charge": 1,
  "largest_force_ev_per_a": 5.4,
  "e_tot_ev": -169393.908,
  "de_lowest_ev": 1.218,
  "spin_multiplicity": 1,
  "symbols": ["Hf", "C", "S", "C", "S", "N", "N", "C", "C", "C", "C", "C", "C", "N", "H", "H", "H", "H", "H", "H", "H", "H", "C", "Si", "C", "C", "C", "C", "C", "C", "C", "Si", "C", "C", "H", "H", "H", "H", "H", "H", "H", "H", "H", "H", "H", "H", "H", "H", "H", "H", "C", "C", "N", "C", "C", "N", "H", "H", "H", "H", "H", "H", "C", "C", "C", "C", "C", "C", "As", "C", "C", "C", "C", "C", "C", "C", "C", "C", "C", "C", "C", "H", "H", "H", "H", "H", "H", "H", "H", "H", "H", "H", "H", "H", "H", "H", "C", "C", "C", "C", "N", "C", "S", "N", "C", "H", "H", "H", "H", "H", "H", "H", "H"],
  "positions_angstrom": [[-5.6332, -16.2134, -11.4536], [-3.0891, -14.1692, -6.8217], [-3.7598, -12.9830, -8.0092], [-4.6629, -13.9190, -9.1537], [-4.6684, -15.6394, -9.2441], [-5.2803, -13.2116, -10.0376], [-5.8340, -14.0307, -11.0495], [-6.6476, -13.2904, -11.9303], [-6.8398, -13.7934, -13.1487], [-7.2672, -12.9408, -14.2490], [-7.0054, -13.2610, -15.5305], [-6.2870, -14.4790, -15.7410], [-5.9871, -15.3082, -14.7341], [-6.1855, -15.0665, -13.3684], [-2.4073, -13.7439, -6.0442], [-2.5134, -14.9372, -7.2959], [-3.8932, -14.6970, -6.2680], [-6.8591, -12.3128, -11.5662], [-7.7503, -11.9935, -13.9815], [-7.1822, -12.5695, -16.2830], [-5.9475, -14.6712, -16.7337], [-5.3422, -16.1429, -14.9293], [-3.2980, -12.8026, -12.8197], [-3.3827, -14.6719, -12.5628], [-1.8779, -15.0402, -11.3868], [-2.8734, -15.4094, -14.2483], [-2.4197, -14.6094, -15.2289], [-1.9873, -15.1308, -16.4592], [-2.1441, -16.5071, -16.6739], [-2.5708, -17.3421, -15.6357], [-3.0298, -16.7806, -14.4010], [-3.8878, -17.8187, -13.0527], [-4.9852, -19.1934, -13.7821], [-2.4130, -18.8967, -12.3828], [-2.2926, -12.5843, -13.0698], [-3.4718, -12.2370, -11.9079], [-4.0001, -12.4535, -13.5673], [-1.0712, -14.4520, -11.8253], [-1.4647, -16.0624, -11.3844], [-1.9935, -14.7055, -10.3307], [-2.3256, -13.4819, -15.1481], [-1.4487, -14.5231, -17.1863], [-1.8877, -16.9663, -17.6079], [-2.6653, -18.3806, -15.9139], [-4.5011, -19.4705, -14.7751], [-5.9408, -18.7079, -13.9725], [-5.0013, -20.0804, -13.1629], [-1.7438, -19.0240, -13.3003], [-2.9083, -19.7755, -12.0390], [-1.8810, -18.4307, -11.5619], [-8.1091, -18.4731, -9.4969], [-8.0970, -17.0702, -9.0948], [-7.5579, -16.1058, -9.8010], [-7.7734, -14.9539, -9.0098], [-8.4164, -15.2962, -7.8875], [-8.5497, -16.6688, -7.8746], [-7.5038, -19.1218, -8.8426], [-7.9343, -18.6522, -10.5445], [-9.1860, -18.8200, -9.4217], [-7.6231, -13.9259, -9.3328], [-8.7249, -14.7306, -7.0093], [-9.0800, -17.2082, -7.2448], [-9.0886, -16.3357, -17.4922], [-8.1216, -17.3013, -17.1979], [-7.9641, -17.6039, -15.7946], [-8.5730, -16.9074, -14.7452], [-9.5037, -15.9313, -15.0974], [-9.7536, -15.6822, -16.4789], [-8.1700, -17.4459, -12.8893], [-9.6725, -16.6547, -11.8901], [-10.7051, -17.3951, -11.3674], [-11.6697, -16.7089, -10.6138], [-11.6550, -15.3481, -10.4812], [-10.6038, -14.6260, -10.9802], [-9.6007, -15.2486, -11.6918], [-8.7429, -19.3060, -13.0467], [-9.8986, -19.5895, -13.7743], [-10.3512, -20.9161, -13.8595], [-9.6787, -21.9441, -13.2363], [-8.4295, -21.7427, -12.6566], [-8.0567, -20.4332, -12.4812], [-9.3136, -16.1445, -18.5753], [-7.6581, -17.9265, -17.9778], [-7.2222, -18.3711, -15.5379], [-9.9015, -15.2170, -14.4280], [-10.5258, -14.9732, -16.7576], [-10.8712, -18.5047, -11.4721], [-12.5615, -17.2603, -10.2796], [-12.4391, -14.8938, -9.9494], [-10.5287, -13.5282, -10.8506], [-8.7916, -14.6378, -12.1306], [-10.5582, -18.8396, -14.2018], [-11.3264, -21.0522, -14.4139], [-10.2027, -22.9164, -13.0987], [-7.7954, -22.4980, -12.2083], [-7.1227, -20.2585, -11.9738], [-1.0657, -16.6536, -7.7460], [-1.6322, -17.9340, -8.2937], [-1.1904, -19.2007, -8.0762], [-1.7489, -20.2194, -8.8488], [-2.8971, -20.1415, -9.5205], [-3.4547, -18.9447, -9.5648], [-4.9779, -18.8153, -10.2892], [-2.7359, -17.8324, -9.0945], [-1.0856, -21.5841, -8.8241], [-0.0376, -16.7669, -7.6425], [-1.4251, -16.4061, -6.7023], [-1.2665, -15.7845, -8.3601], [-0.2911, -19.4188, -7.4394], [-3.2260, -16.9514, -9.1768], [-1.4829, -22.3274, -8.1707], [0.0148, -21.4014, -8.4594], [-1.0320, -21.8469, -9.8525]],
  "atomic_forces_ev_per_a": [[-1.1, 0.3, -0.6], [-0.5, -0.7, 1.1], [0.5, 0.6, 0.8], [0.0, 0.0, -0.6], [0.6, 0.1, 1.2], [-0.9, -0.9, -0.6], [-0.7, 1.5, -1.6], [2.5, -0.7, 4.7], [1.1, -1.8, -3.3], [-0.5, -0.1, 1.3], [1.0, -1.6, 1.7], [-0.7, 1.3, -0.6], [0.8, -0.5, 1.7], [-1.2, 2.3, -1.1], [-0.7, 0.4, -0.9], [0.0, 0.1, -0.4], [0.3, 0.5, -0.3], [-0.3, 0.7, -0.3], [0.3, -0.4, -0.1], [-0.5, 0.9, -1.5], [0.2, -0.5, -0.4], [-0.2, -0.5, -0.1], [-1.3, -0.5, 1.0], [0.9, -0.4, 0.0], [-0.1, 0.1, 0.3], [-1.6, -0.4, 2.5], [1.7, 2.6, -2.5], [-0.1, -0.8, 0.3], [0.4, 0.4, 0.9], [-1.0, 1.2, 0.2], [0.5, -1.4, -1.7], [1.3, 0.1, 0.5], [1.2, 0.8, -1.6], [-0.1, 1.4, -1.6], [1.1, 0.2, -0.7], [-0.3, 0.0, 0.2], [0.0, 0.1, -0.3], [0.1, 0.3, 0.0], [-0.6, 0.1, -0.1], [-0.1, -0.1, -0.7], [-0.2, -1.5, 0.3], [-0.6, 0.0, 0.0], [0.2, 0.0, -0.4], [-0.1, -0.3, 0.4], [-0.7, 0.2, 1.0], [-0.2, -0.7, -0.1], [-0.4, 0.0, 0.2], [-0.8, -0.2, 1.4], [0.2, -1.0, 0.1], [0.4, 0.0, -0.1], [-2.2, -1.6, 0.6], [0.9, -0.9, 0.2], [-0.3, 0.9, 0.8], [-0.4, 0.4, -0.8], [-0.1, 0.2, 1.8], [0.6, 1.0, -2.2], [-0.1, 0.3, -0.5], [0.7, 0.2, -0.1], [1.0, 0.2, 0.2], [0.4, -0.6, 0.0], [0.1, 0.0, -0.6], [-0.5, -0.6, 0.6], [0.5, -0.6, -1.5], [-0.9, -0.5, 2.3], [1.2, -0.3, -1.4], [-0.4, 0.0, -0.6], [0.8, 0.1, -2.1], [-0.2, 0.1, 1.1], [-0.3, -0.2, 0.0], [1.0, 0.6, -0.9], [-0.9, -0.7, 0.7], [-1.0, -1.2, -0.6], [0.3, -0.5, 0.3], [0.9, 1.6, -0.5], [-0.2, -0.8, -0.5], [-0.2, -1.4, 0.2], [-0.1, -0.6, 0.2], [-1.3, 0.8, -0.5], [-0.7, -1.7, 0.1], [-0.8, 0.8, 0.5], [0.7, 1.9, -0.9], [0.1, 0.0, 1.3], [-0.1, 0.5, 0.6], [-0.4, 0.1, -0.2], [-0.7, 0.2, 1.0], [0.1, 0.1, 0.2], [0.7, 1.3, -0.2], [0.6, 0.2, 0.1], [-0.9, 0.7, 0.6], [-0.3, -0.8, 0.0], [-0.5, -0.6, 0.4], [0.4, 0.2, -0.1], [1.2, -0.2, 0.9], [0.7, 0.6, -0.6], [-0.4, -0.2, -0.1], [0.3, 0.2, 0.2], [-1.5, -0.1, 1.1], [-1.4, 0.7, -0.4], [1.8, 0.0, 0.4], [-0.6, -1.9, 1.1], [0.9, 0.1, 0.6], [1.0, 1.5, 0.0], [-0.8, 0.8, -0.1], [-0.3, -2.0, 0.2], [3.0, 2.3, 0.6], [2.0, -0.2, 0.1], [0.1, -0.6, -1.1], [0.0, -0.1, -0.4], [-1.1, 0.4, -0.8], [0.2, 0.6, -0.1], [-0.8, -0.4, 0.2], [-1.9, -0.5, -0.7], [0.0, -0.9, -0.8]]
}

{
  "formula": "C46H53BCoN6OPS3",
  "method": "wB97M-V/def2-TZVPD",
  "s2": 1.07,
  "homo_lumo_gap_ev": [5.8434, 6.4513],
  "total_charge": 1,
  "largest_force_ev_per_a": 2.2,
  "e_tot_ev": -139644.673,
  "spin_multiplicity": 2,
  "symbols": ["Co", "C", "C", "C", "C", "N", "N", "B", "N", "N", "C", "C", "C", "C", "C", "S", "C", "C", "C", "C", "N", "N", "C", "C", "C", "C", "C", "S", "C", "C", "C", "C", "C", "S", "C", "C", "C", "C", "H", "H", "H", "H", "H", "H", "H", "H", "H", "H", "H", "H", "H", "H", "H", "H", "H", "H", "H", "H", "H", "H", "H", "H", "H", "H", "H", "H", "H", "H", "H", "H", "H", "H", "H", "H", "H", "H", "H", "O", "C", "C", "C", "C", "C", "C", "C", "P", "C", "C", "C", "C", "C", "C", "C", "C", "C", "C", "C", "C", "H", "H", "H", "H", "H", "H", "H", "H", "H", "H", "H", "H", "H", "H"],
  "positions_angstrom": [[1.4800, 1.2126, 0.8617], [-3.3344, 3.3823, 0.6570], [-2.9913, 1.9575, 0.4067], [-3.8950, 1.0549, -0.0890], [-3.5130, -0.2971, -0.2498], [-2.3101, -0.7009, 0.0619], [-1.4125, 0.1616, 0.5072], [-0.0243, -0.3677, 0.8999], [0.4561, -1.3895, -0.0489], [-0.0890, -1.2925, -1.2683], [0.3035, -2.0299, -2.2616], [1.3818, -2.9296, -2.1173], [1.9404, -3.0914, -0.8801], [3.0496, -4.0515, -0.6352], [1.4368, -2.3193, 0.1999], [2.0752, -2.5367, 1.7437], [-0.4674, -1.9450, -3.5604], [-1.5067, -0.8275, -3.4634], [0.4826, -1.6836, -4.7333], [-1.1571, -3.3026, -3.7669], [-0.0210, -0.7735, 2.3871], [-0.9017, -1.7388, 2.5493], [-0.9595, -2.4273, 3.6559], [-0.1214, -2.0969, 4.7419], [0.7249, -1.0234, 4.6344], [1.6337, -0.6165, 5.7386], [0.7867, -0.3408, 3.3821], [1.9087, 0.9053, 3.1311], [-1.9212, -3.5927, 3.6211], [-2.0082, -4.3356, 4.9526], [-1.3946, -4.5458, 2.5371], [-3.3053, -3.0630, 3.2239], [-1.6910, 1.4696, 0.6840], [-0.4359, 2.4987, 1.1840], [-4.5203, -1.3121, -0.7449], [-5.0111, -0.9345, -2.1505], [-5.7155, -1.3174, 0.2205], [-3.8910, -2.7021, -0.7929], [-4.0861, 3.7320, -0.0452], [-2.4481, 4.0088, 0.5936], [-3.7380, 3.4765, 1.6646], [-4.8923, 1.3769, -0.3427], [1.7606, -3.4759, -2.9634], [3.6193, -4.2176, -1.5442], [2.6401, -5.0027, -0.2944], [3.7053, -3.6735, 0.1469], [-1.0233, 0.1452, -3.4821], [-2.0426, -0.9073, -2.5236], [-2.2086, -0.8841, -4.2919], [1.1519, -0.8563, -4.5135], [-0.0944, -1.4440, -5.6211], [1.0833, -2.5607, -4.9559], [-1.7732, -3.5657, -2.9107], [-0.4223, -4.0899, -3.9062], [-1.7884, -3.2697, -4.6497], [-0.1333, -2.6836, 5.6455], [1.2757, -0.9817, 6.6979], [1.7413, 0.4660, 5.7688], [2.6234, -1.0371, 5.5550], [-1.0578, -4.8009, 5.2007], [-2.7542, -5.1228, 4.8756], [-2.3052, -3.6709, 5.7601], [-0.3722, -4.8403, 2.7648], [-1.4026, -4.0522, 1.5687], [-2.0112, -5.4392, 2.4897], [-3.7168, -2.4387, 4.0154], [-3.9883, -3.8905, 3.0461], [-3.2216, -2.4670, 2.3181], [-5.3766, 0.0876, -2.1973], [-5.8248, -1.5978, -2.4308], [-4.2155, -1.0468, -2.8798], [-6.2576, -0.3759, 0.1923], [-5.3869, -1.4978, 1.2412], [-6.4047, -2.1081, -0.0624], [-3.0207, -2.6948, -1.4407], [-4.6110, -3.4203, -1.1746], [-3.5707, -3.0121, 0.1958], [3.0673, -0.4972, -0.5559], [3.1076, 0.5054, 0.1052], [4.2972, 1.3625, 0.2705], [5.5976, 0.9093, 0.4501], [6.6278, 1.8355, 0.4467], [6.3791, 3.1864, 0.2399], [5.0854, 3.6445, 0.0464], [4.0483, 2.7278, 0.0832], [2.2866, 2.9561, -0.2551], [2.2265, 2.8345, -2.0632], [1.2396, 2.0715, -2.6761], [1.1789, 2.0279, -4.0584], [2.1045, 2.7208, -4.8200], [3.1013, 3.4629, -4.2065], [3.1613, 3.5248, -2.8284], [1.8681, 4.6743, 0.0994], [1.2631, 5.4922, -0.8488], [0.9070, 6.7838, -0.5044], [1.1313, 7.2479, 0.7817], [1.7133, 6.4229, 1.7330], [2.0768, 5.1329, 1.3983], [5.7933, -0.1418, 0.5858], [7.6420, 1.4979, 0.5884], [7.2001, 3.8861, 0.2173], [4.8832, 4.6912, -0.1331], [0.5325, 1.5195, -2.0620], [0.4067, 1.4575, -4.5507], [2.0480, 2.6805, -5.8967], [3.8261, 3.9987, -4.8000], [3.9271, 4.1058, -2.3358], [1.0792, 5.1188, -1.8462], [0.4505, 7.4262, -1.2414], [0.8421, 8.2528, 1.0454], [1.8755, 6.7869, 2.7358], [2.5151, 4.4654, 2.1305]],
  "atomic_forces_ev_per_a": [[-0.2, -0.1, 0.3], [0.0, 0.1, 0.0], [-0.7, -0.5, -0.3], [0.7, 0.4, 0.3], [0.2, 0.0, 0.1], [-0.6, -0.8, -0.1], [-0.6, 1.2, -0.1], [-0.7, 0.0, 0.7], [0.9, -0.5, -0.3], [-0.5, 0.6, -1.3], [-0.2, 0.5, 0.5], [0.6, -0.3, 1.2], [-0.3, -0.4, -1.6], [0.2, 0.0, 0.0], [0.3, 0.0, 2.2], [0.1, -0.3, -0.6], [-0.2, 0.1, 0.0], [0.1, -0.2, 0.0], [0.0, 0.0, 0.2], [0.0, 0.2, 0.1], [0.2, 0.5, 1.2], [-0.4, -0.4, -0.3], [0.2, 0.2, 0.1], [0.2, 0.5, -0.3], [-0.4, -0.2, -0.2], [0.1, 0.0, 0.0], [-0.5, -0.1, -0.1], [0.3, -0.2, -0.9], [-0.3, -0.2, -0.2], [0.1, 0.2, -0.2], [-0.1, 0.1, 0.1], [0.2, 0.0, 0.1], [0.5, -0.2, 0.1], [0.0, -0.3, 0.1], [-0.1, -0.3, -0.1], [0.1, 0.0, 0.2], [0.2, 0.0, -0.1], [-0.1, 0.2, 0.0], [-0.1, 0.0, 0.0], [-0.1, 0.1, 0.0], [0.0, 0.1, 0.1], [-0.1, 0.0, -0.1], [0.0, -0.1, -0.2], [0.0, -0.1, -0.2], [0.1, -0.1, 0.1], [0.0, -0.1, -0.1], [0.0, 0.2, 0.0], [-0.1, 0.0, 0.0], [0.0, 0.0, -0.1], [0.1, 0.1, 0.0], [-0.1, 0.0, -0.2], [0.1, -0.1, -0.1], [-0.1, 0.0, 0.1], [0.1, -0.2, 0.0], [-0.1, 0.0, -0.2], [-0.1, 0.0, 0.1], [0.0, 0.0, 0.0], [0.0, 0.0, 0.1], [0.1, 0.0, 0.0], [0.1, -0.1, 0.1], [0.0, -0.1, 0.0], [0.0, 0.1, 0.2], [0.1, -0.1, 0.0], [0.0, 0.0, -0.1], [-0.1, -0.1, 0.0], [-0.1, 0.1, 0.1], [-0.1, -0.1, 0.0], [-0.1, 0.0, -0.1], [-0.1, 0.1, 0.0], [-0.1, -0.1, -0.1], [0.1, 0.0, -0.1], [-0.1, 0.1, 0.0], [0.0, 0.0, 0.2], [-0.1, -0.1, 0.0], [0.1, -0.1, -0.1], [-0.1, -0.1, -0.1], [0.1, -0.1, 0.1], [0.4, 0.5, 0.1], [0.0, -0.3, 0.1], [0.9, 0.6, -0.1], [-0.1, 0.1, -0.1], [0.0, -0.1, 0.0], [0.0, 0.0, 0.0], [-0.1, -0.1, 0.1], [-0.2, -0.5, 0.2], [0.5, 0.6, -1.0], [-0.1, 0.0, 0.2], [0.1, 0.1, 0.2], [-0.1, -0.1, -0.1], [0.0, 0.0, 0.0], [0.1, 0.1, 0.0], [-0.1, -0.1, 0.0], [-0.1, -0.2, 0.1], [0.1, -0.1, 0.0], [-0.1, 0.1, 0.0], [0.0, 0.0, 0.0], [0.0, 0.1, 0.1], [0.0, -0.1, -0.2], [0.0, -0.2, 0.0], [0.1, 0.0, 0.1], [0.1, 0.1, 0.0], [0.0, 0.1, 0.1], [-0.1, 0.0, -0.1], [-0.1, -0.1, 0.0], [0.0, 0.0, -0.1], [0.1, 0.0, -0.1], [0.1, 0.1, -0.1], [0.0, 0.0, -0.1], [-0.1, 0.1, -0.1], [0.0, 0.1, 0.0], [0.0, 0.0, 0.1], [0.0, 0.1, 0.1]]
}